*one*
{"formula": "C6H29NO9", "method": "ωB97M-V/def2-TZVPD", "symbols": ["O", "H", "H", "H", "O", "O", "C", "H", "H", "H", "H", "O", "H", "H", "H", "H", "C", "H", "H", "H", "H", "C", "C", "H", "O", "H", "C", "H", "H", "C", "H", "H", "O", "H", "H", "H", "N", "O", "O", "H", "H", "H", "H", "O", "H"], "positions_angstrom": [[-0.833, 3.277, 2.017], [-3.351, -2.064, -1.675], [-1.229, 2.672, -0.299], [-2.555, -0.107, -0.352], [2.333, 2.181, 1.056], [-2.577, -1.772, -2.161], [0.920, -2.046, -0.159], [-3.413, -1.465, -0.114], [3.699, -2.023, 1.933], [0.139, -2.899, 1.985], [2.888, -0.338, -2.306], [1.119, 1.228, 3.321], [1.882, -0.064, -3.654], [3.017, 2.832, 1.218], [2.459, 1.639, 0.278], [1.254, -3.075, 0.098], [-1.241, 1.398, -2.103], [-1.893, 0.707, -2.790], [-1.568, -2.470, 1.975], [1.018, -2.234, -1.244], [-2.960, -2.050, 1.319], [-1.842, 0.579, 0.116], [-0.517, -2.064, 1.750], [-1.863, -1.631, -1.515], [2.853, -1.663, 2.230], [-0.963, 2.792, 2.845], [-1.729, 1.822, -0.759], [-0.477, -1.205, 2.381], [2.232, -2.390, 2.106], [-0.395, -0.083, 0.332], [1.614, 1.732, 2.652], [2.809, 1.069, -1.996], [-3.665, -1.869, 0.703], [1.547, 0.376, 3.454], [-0.107, 0.355, 1.331], [-0.059, 2.775, 1.718], [-0.382, -1.614, 0.301], [3.006, 0.246, -1.523], [-0.176, 1.807, -2.499], [-2.233, 0.855, 1.090], [0.310, 0.187, -0.468], [-2.783, 2.288, -0.867], [1.706, -1.331, 0.163], [1.669, -0.999, -3.516], [0.729, -1.030, -3.731]], "total_charge": 0, "smiles": "CN(C)CCCC=O.O.O.O.O.O.O.O.O", "spin_multiplicity": 1, "gap_ev": 9.5, "homo_energy_ev": -9.3}



*two*
{"formula": "C6H29NO9", "method": "ωB97M-V/def2-TZVPD", "symbols": ["H", "H", "N", "H", "O", "C", "O", "H", "C", "C", "H", "H", "O", "H", "C", "H", "H", "H", "H", "O", "C", "H", "H", "O", "H", "H", "H", "H", "O", "H", "O", "H", "C", "H", "H", "H", "H", "O", "H", "H", "H", "H", "H", "H", "O"], "positions_angstrom": [[-3.200, 0.539, 2.967], [2.786, 0.670, -0.342], [-0.572, 2.681, -0.646], [-2.859, -0.429, -2.925], [-3.212, -1.050, 0.060], [1.001, 1.917, 1.097], [-1.023, -1.717, 3.151], [-1.095, -2.275, 2.318], [3.590, -0.260, 1.435], [1.174, 0.388, 1.067], [-1.352, -0.357, -2.561], [-3.015, -0.482, 0.837], [0.240, -1.125, -3.047], [-2.204, -2.450, 0.528], [2.486, -0.061, 0.408], [1.181, 0.028, 2.096], [0.304, -0.054, 0.574], [-1.902, -0.265, 2.650], [-0.753, 2.943, -1.608], [1.617, 2.617, -1.098], [-1.746, 2.421, 0.186], [3.319, -1.019, 2.171], [-2.610, 2.942, -0.214], [1.803, 1.037, -3.372], [1.922, 2.390, 1.442], [1.265, -3.279, -0.939], [-2.854, -0.647, -0.753], [2.748, 0.843, -3.398], [-2.498, 0.445, 2.290], [1.727, 1.724, -2.651], [-2.247, -0.010, -2.310], [4.547, -0.547, 0.994], [0.701, 2.425, -0.285], [3.785, 0.657, 1.998], [0.832, -0.331, -3.167], [-1.416, -2.313, 3.791], [0.239, 2.204, 1.819], [0.348, -3.176, -1.224], [-1.941, 1.351, 0.239], [-0.872, -3.120, 0.136], [0.327, -2.364, -1.764], [-1.593, 2.743, 1.214], [0.213, -1.542, -3.914], [2.336, -1.002, -0.124], [-1.528, -3.089, 0.872]], "total_charge": 0, "smiles": "CCCCC(=O)NC.O.O.O.O.O.O.O.O", "spin_multiplicity": 1, "gap_ev": 10.1, "homo_energy_ev": -9.7}



Quick one: least stable of them? *one*



*one*
{"formula": "C4H9N2", "method": "ωB97M-V/def2-TZVPD", "symbols": ["H", "N", "H", "H", "H", "H", "H", "N", "C", "H", "H", "C", "C", "C", "H"], "positions_angstrom": [[2.362, 0.964, 0.691], [-0.990, -0.076, 0.616], [-2.778, -1.086, 0.930], [0.806, 1.488, 1.449], [2.689, -0.484, -0.475], [-1.643, -1.711, -0.613], [1.677, -2.075, -0.572], [0.888, -0.231, 0.242], [1.278, 1.082, 0.530], [1.038, 1.913, -0.342], [-2.211, 1.368, -0.434], [-1.920, -0.933, 0.062], [-1.713, 0.455, -0.456], [1.747, -1.052, -0.208], [-1.230, 0.379, -1.419]], "total_charge": 1, "spin_multiplicity": 3, "gap_ev": [9.0, 7.6], "homo_energy_ev": [-13.1, -15.4]}



*two*
{"formula": "C4H9N2", "method": "ωB97M-V/def2-TZVPD", "symbols": ["C", "H", "H", "H", "H", "H", "N", "H", "N", "H", "H", "C", "C", "H", "C"], "positions_angstrom": [[-1.222, 0.007, 1.341], [-0.088, 0.061, 1.711], [-1.639, -0.125, -2.231], [-0.834, 1.249, -2.596], [2.693, 0.178, 0.575], [1.832, -1.176, 0.923], [1.004, -0.067, -0.602], [-1.880, 0.803, 1.897], [-1.002, 0.437, 0.113], [-0.058, -0.008, -3.095], [-1.407, -1.005, 1.357], [-0.718, 0.289, -2.233], [-0.237, 0.128, -0.874], [1.338, 0.370, 1.454], [1.735, -0.187, 0.560]], "total_charge": 1, "spin_multiplicity": 3, "gap_ev": [11.1, 7.5], "homo_energy_ev": [-14.8, -15.3]}



Quick one: least stable of them? *one*



*one*
{"formula": "CH4N4S", "method": "ωB97M-V/def2-TZVPD", "symbols": ["N", "C", "N", "H", "N", "H", "S", "H", "N", "H"], "positions_angstrom": [[0.803, -2.447, 0.322], [-1.328, 1.467, -0.123], [1.415, -0.584, -0.754], [-1.641, 1.019, -1.067], [1.541, -1.498, 0.113], [-0.713, 2.282, -0.396], [-0.132, 0.508, 0.838], [-2.084, 1.849, 0.552], [0.991, 0.562, -0.455], [1.148, -3.157, 0.969]], "total_charge": 0, "smiles": "[H]/N=N/N=N\\SC", "spin_multiplicity": 1, "gap_ev": 8.5, "homo_energy_ev": -8.6}



*two*
{"formula": "CH4N4S", "method": "ωB97M-V/def2-TZVPD", "symbols": ["H", "N", "N", "S", "H", "C", "H", "N", "N", "H"], "positions_angstrom": [[-1.928, 0.716, 0.425], [-0.739, -1.049, 0.502], [1.513, -0.451, -0.437], [2.716, 0.903, -0.645], [0.168, -1.370, 0.028], [-1.116, 0.257, -0.032], [-0.448, -0.934, 1.465], [1.075, 0.694, -0.190], [-0.014, 1.253, 0.018], [-1.228, -0.019, -1.134]], "total_charge": 0, "spin_multiplicity": 1, "gap_ev": 8.7, "homo_energy_ev": -9.1}



Quick one: least stable of them? *two*